71
Properties=species:S:1:pos:R:3:forces:R:3:lowdin_charge:R:1 method="wB97M-V/def2-TZVPD" e_homo_ev=-11.60 total_energy_ev=-73896.0017 charge=+1 homo_lumo_gap_ev=7.253 lumo_ev=-4.347
C 4.39246 0.31302 -0.77193 -0.177 -0.378 0.109 -0.112
C 3.78978 1.52044 -1.47378 0.618 -0.049 1.038 -0.232
C 3.95266 2.77735 -0.58566 -0.108 -0.013 -0.798 -0.184
C 2.65475 3.51479 -0.31266 0.848 -0.406 0.171 -0.084
N 1.82003 2.87365 0.75588 0.317 0.731 -0.997 0.009
N 2.26560 1.70999 1.16713 0.086 -0.100 0.052 0.177
C 1.58695 1.11415 2.11171 0.378 -0.087 -0.335 -0.023
C 0.45912 1.69148 2.65222 -0.410 -1.525 1.341 0.022
C 0.00703 2.86173 2.19811 -0.324 0.925 -0.168 0.035
C 0.72225 3.48733 1.19114 -0.325 0.106 0.255 -0.150
C 0.22905 4.78924 0.65362 0.556 -0.005 -0.431 -0.075
C -0.53505 4.64780 -0.66908 0.146 0.142 0.440 -0.023
C -1.90903 3.98458 -0.53051 0.384 0.750 -1.038 -0.433
F -2.80446 4.77322 -1.16100 -0.360 0.066 0.038 0.139
F -2.27188 3.90244 0.76140 -0.155 -0.185 0.376 0.130
C -1.97459 2.60451 -1.22139 0.232 -0.477 0.750 -0.350
F -0.75287 2.01404 -1.04169 0.079 -0.145 0.225 0.121
F -2.14316 2.74865 -2.52649 -0.106 0.199 -0.353 0.199
C -2.99421 1.57209 -0.66418 0.051 -0.287 0.156 -0.354
F -2.78603 0.44577 -1.35629 -0.076 -0.089 -0.347 0.179
F -2.71081 1.29931 0.62647 0.238 0.198 0.156 0.154
C -4.47661 1.95928 -0.75988 -0.494 -0.075 -0.296 -0.343
F -4.70931 3.12718 -0.13513 0.183 0.169 0.186 0.167
F -4.76640 2.14310 -2.05434 0.078 -0.166 -0.190 0.181
C -5.47684 0.90953 -0.16176 -0.460 0.208 0.099 -0.343
F -4.99165 -0.33546 -0.17322 0.390 0.062 0.032 0.176
F -6.56811 0.92986 -0.93475 -0.158 0.002 -0.145 0.177
C -5.96641 1.24830 1.28787 -0.188 -1.037 0.156 -0.541
F -6.45800 0.11062 1.80948 0.152 0.409 -0.077 0.177
F -6.94055 2.13934 1.26357 0.248 0.273 0.051 0.205
F -4.96487 1.65930 2.06803 -0.133 0.114 -0.020 0.175
H 5.47031 0.39755 -0.68746 0.240 0.051 -0.176 0.080
H 4.15248 -0.62306 -1.26582 0.078 -0.103 -0.198 0.070
H 4.02287 0.21918 0.24101 -0.176 -0.012 0.178 0.046
H 4.34747 1.66496 -2.38870 -0.228 0.125 -0.445 0.106
H 2.73892 1.35724 -1.69094 -0.183 -0.092 -0.210 0.096
H 4.57064 3.49059 -1.12506 0.040 0.248 -0.044 0.119
H 4.50496 2.55836 0.31756 -0.048 -0.093 0.346 0.112
H 2.90155 4.51962 -0.00376 -0.270 0.315 0.264 0.129
H 2.09489 3.54196 -1.23709 -0.406 0.076 -0.064 0.126
H 1.94826 0.15877 2.44410 0.230 -0.242 -0.051 0.136
H -0.04878 1.17322 3.44772 -0.150 -0.086 0.147 0.137
H -0.87114 3.32200 2.60679 -0.198 0.159 0.032 0.138
H -0.35531 5.26429 1.42709 -0.363 0.032 0.088 0.134
H 1.05541 5.46385 0.47064 0.273 0.102 -0.061 0.126
H 0.08671 4.13445 -1.39002 -0.089 -0.168 -0.210 0.115
H -0.68851 5.64372 -1.06032 -0.237 0.229 -0.080 0.143
C 2.34874 -5.74204 3.11420 -0.036 -0.031 -0.005 -0.053
C 1.49577 -6.81025 2.85720 0.036 0.054 -0.004 -0.047
C 0.71343 -6.81654 1.71489 0.018 -0.100 0.112 0.005
C 0.77238 -5.74968 0.82863 0.046 0.132 -0.021 -0.080
C 1.61304 -4.66628 1.09692 -0.072 -0.035 -0.079 -0.087
C 2.40696 -4.67265 2.23732 0.041 -0.033 0.125 -0.007
C 1.65909 -3.49376 0.18318 0.132 0.116 0.030 -0.276
O 2.39137 -2.54869 0.41219 -0.044 0.124 0.077 0.074
C 0.77863 -3.49699 -1.01688 -0.045 -0.085 0.033 -0.085
C 0.76745 -2.38927 -1.85612 -0.049 0.091 -0.114 -0.010
C -0.03659 -2.38237 -2.98270 -0.027 -0.034 0.011 -0.058
C -0.82882 -3.48622 -3.28150 0.032 0.042 0.022 -0.048
C -0.82563 -4.59049 -2.44663 -0.082 0.046 -0.128 0.006
C -0.02977 -4.59715 -1.30887 0.085 0.075 0.063 -0.078
C -0.06262 -5.78213 -0.40488 -0.120 -0.209 -0.034 -0.275
O -0.75298 -6.74255 -0.66497 -0.006 0.026 0.002 0.120
H 2.96600 -5.74462 4.00269 0.005 -0.006 0.002 0.109
H 1.44439 -7.64013 3.54906 0.009 -0.009 -0.001 0.112
H 0.05397 -7.64799 1.50879 -0.024 0.035 -0.104 0.124
H 3.06714 -3.83988 2.43569 -0.019 0.047 -0.086 0.116
H 1.38867 -1.53475 -1.62368 0.068 -0.061 0.077 0.106
H -0.04643 -1.51784 -3.63358 0.004 -0.003 -0.016 0.106
H -1.45123 -3.48223 -4.16623 -0.001 -0.001 -0.007 0.111
H -1.44249 -5.44886 -2.67333 0.028 -0.055 0.094 0.125